DFT (wB97M-V/def2-TZVPD) results for a 6-piece molecular cluster, C24H34ClF15N3O10 overall.

Cartesian coordinates (Å):
N1 0.7119 -3.8927 1.9378
C1 -0.2434 -3.3110 1.2214
N2 -1.4605 -3.8426 1.0011
C2 -2.6063 -2.9728 1.4810
C3 -2.1056 -1.6640 2.0490
C4 -1.0164 -1.0283 1.1980
N3 -0.0790 -2.0764 0.6451
Cl1 1.5567 -1.5174 0.6823
H1 1.3511 -3.3359 2.4852
H2 0.8498 -4.8916 1.9320
H3 -1.5016 -4.7664 1.4155
H4 -3.2890 -2.7931 0.6529
H5 -3.1312 -3.5580 2.2353
H6 -1.7941 -1.7560 3.0933
H7 -2.9575 -0.9804 2.0469
H8 -1.4461 -0.4632 0.3710
H9 -0.4215 -0.3311 1.7878
C5 -5.4114 0.3149 -3.1503
C6 -5.0769 1.2547 -2.0161
O1 -5.7992 0.9003 -0.8060
C7 -5.3262 -0.0869 -0.0925
O2 -4.3416 -0.7471 -0.2923
C8 -6.2082 -0.3086 1.1587
F1 -7.5003 -0.3303 0.8574
F2 -5.9868 0.6747 2.0395
F3 -5.8836 -1.4654 1.7411
H10 -6.4874 0.2920 -3.3202
H11 -4.9212 0.6535 -4.0618
H12 -5.0800 -0.7003 -2.9354
H13 -5.3988 2.2687 -2.2356
H14 -4.0098 1.2753 -1.7995
C9 3.6425 0.7278 -0.8421
C10 3.6127 0.8724 -2.3482
O3 3.3232 2.2297 -2.7373
C11 4.3445 3.0750 -2.6731
O4 5.4612 2.8264 -2.3352
C12 3.8902 4.4745 -3.1487
F4 2.7313 4.8202 -2.5818
F5 3.7205 4.4606 -4.4769
F6 4.8035 5.3831 -2.8449
H15 2.7055 1.0842 -0.4112
H16 3.7930 -0.3162 -0.5672
H17 4.4505 1.3148 -0.4130
H18 2.8125 0.2803 -2.7877
H19 4.5517 0.5534 -2.7988
C13 5.0352 -3.5892 5.1800
C14 5.0488 -3.3419 3.6886
O5 4.6699 -1.9814 3.3669
C15 5.6411 -1.0824 3.5210
O6 6.7573 -1.2909 3.8774
C16 5.1384 0.3222 3.1186
F7 3.9401 0.5847 3.6564
F8 5.0077 0.3842 1.7828
F9 5.9932 1.2477 3.5069
H20 4.0611 -3.3399 5.6029
H21 5.2479 -4.6380 5.3835
H22 5.7858 -2.9825 5.6828
H23 4.3106 -3.9611 3.1801
H24 6.0232 -3.5553 3.2526
C17 -9.4081 -0.8193 3.1541
C18 -10.4420 0.1738 2.6734
O7 -11.6923 -0.4753 2.3656
C19 -12.4639 -0.7643 3.4036
O8 -12.2388 -0.5427 4.5545
C20 -13.7730 -1.4219 2.9085
F10 -13.5205 -2.3756 2.0073
F11 -14.5501 -0.4964 2.3348
F12 -14.4313 -1.9613 3.9241
H25 -9.2785 -1.6167 2.4224
H26 -8.4541 -0.3168 3.3063
H27 -9.7115 -1.2741 4.0962
H28 -10.1340 0.6387 1.7394
H29 -10.6128 0.9632 3.4042
C21 7.2899 3.6340 -4.9112
C22 7.9484 2.7955 -5.9837
O9 9.2901 3.2484 -6.2634
C23 10.2207 2.8563 -5.4085
O10 10.0755 2.1644 -4.4458
C24 11.5984 3.3961 -5.8578
F13 11.5294 4.6893 -6.1807
F14 12.0165 2.7154 -6.9324
F15 12.4912 3.2472 -4.8885
H30 7.3023 4.6868 -5.1953
H31 6.2579 3.3169 -4.7837
H32 7.8034 3.5339 -3.9570
H33 7.4218 2.8873 -6.9309
H34 7.9760 1.7407 -5.7120

Force components x, y, z for each atom (eV/Å):
N 0.072 -0.598 -0.442
C -0.461 0.537 -0.609
N 0.482 -0.442 1.150
C -0.298 -0.181 -0.741
C -0.224 0.252 0.095
C -0.423 0.337 -0.495
N 0.632 0.352 1.777
Cl -0.187 0.133 -0.135
H 0.382 0.133 -0.595
H -0.290 -0.036 0.323
H -0.273 0.007 -0.031
H 0.093 0.001 -0.036
H 0.014 0.068 -0.037
H 0.174 -0.192 -0.131
H 0.077 -0.011 0.065
H 0.073 -0.226 -0.133
H 0.024 -0.127 -0.002
C -0.113 -0.153 0.135
C 0.150 0.153 -0.299
O -0.027 0.002 0.010
C -0.078 -0.025 0.053
O 0.178 0.038 -0.007
C 0.079 -0.009 -0.050
F -0.004 0.016 -0.095
F -0.009 0.028 0.035
F 0.004 -0.025 0.029
H 0.005 0.060 -0.049
H 0.002 0.021 -0.004
H 0.061 0.019 -0.011
H -0.084 -0.004 0.088
H -0.011 -0.099 0.088
C -0.024 0.308 -0.044
C -0.016 -0.387 0.024
O -0.017 0.006 -0.024
C -0.097 -0.009 0.015
O 0.031 0.019 0.060
C 0.052 -0.085 0.064
F -0.029 0.038 0.010
F -0.017 0.013 -0.044
F 0.018 0.036 -0.016
H -0.025 -0.063 0.000
H 0.053 -0.015 -0.051
H 0.058 -0.047 -0.029
H -0.060 0.098 -0.025
H 0.059 0.133 0.017
C -0.046 0.192 0.043
C 0.019 -0.307 0.034
O -0.008 0.024 -0.024
C -0.051 0.000 -0.053
O 0.067 0.015 0.035
C 0.034 -0.071 0.083
F -0.048 -0.007 0.007
F -0.005 -0.026 0.028
F 0.000 0.051 -0.019
H -0.018 -0.060 -0.009
H 0.003 -0.011 -0.014
H 0.049 -0.039 -0.022
H -0.039 0.073 -0.029
H 0.034 0.099 0.018
C -0.173 -0.220 0.119
C 0.281 0.201 -0.020
O -0.017 -0.005 -0.025
C -0.034 0.009 -0.070
O 0.006 -0.006 0.067
C 0.092 0.025 0.060
F -0.016 -0.039 -0.026
F -0.036 0.013 -0.029
F -0.037 -0.010 0.015
H 0.056 0.043 -0.039
H -0.004 0.025 0.012
H -0.005 0.072 0.032
H -0.076 -0.056 -0.054
H -0.090 -0.073 0.065
C 0.268 0.154 -0.035
C -0.324 -0.108 -0.026
O 0.023 0.010 -0.004
C 0.017 0.019 -0.074
O 0.008 -0.035 0.057
C -0.088 -0.028 0.064
F 0.024 0.042 -0.012
F 0.027 -0.007 -0.038
F 0.039 -0.006 0.009
H -0.073 -0.009 -0.034
H -0.016 -0.017 -0.034
H -0.052 -0.081 0.020
H 0.094 0.066 -0.047
H 0.108 0.016 0.066

Output
**HOMO energy**: -12.3 eV
**HOMO-LUMO gap**: 8.50 eV
**Net charge**: +1
**Energy**: -3809.58254 Eh

***

DFT (wB97M-V/def2-TZVPD) results for C39H32As2CoNS as an isolated structure.

Cartesian coordinates (Å):
Co1 0.4095 0.3322 0.7851
C1 -0.4509 -0.9838 -2.4628
C2 1.0384 -1.2594 -2.2975
As1 1.6173 -1.4024 -0.4172
C3 1.3197 -3.2645 -0.0062
C4 2.2820 -3.9941 0.6832
C5 2.0182 -5.3028 1.0659
C6 0.7973 -5.8852 0.7645
C7 -0.1681 -5.1574 0.0824
C8 0.0899 -3.8489 -0.2975
C9 3.5208 -1.2299 -0.5693
C10 4.2528 -2.1673 -1.2990
C11 5.6174 -1.9959 -1.4684
C12 6.2528 -0.8920 -0.9143
C13 5.5279 0.0402 -0.1891
C14 4.1601 -0.1276 -0.0167
As2 -1.1458 0.3008 -1.1498
C15 -2.9343 -0.3166 -0.8418
C16 -3.8936 -0.2981 -1.8521
C17 -5.1529 -0.8237 -1.6109
C18 -5.4539 -1.3663 -0.3676
C19 -4.5001 -1.3835 0.6381
C20 -3.2359 -0.8572 0.4037
C21 -1.3444 1.9204 -2.1801
C22 -0.4143 2.2476 -3.1612
C23 -0.5009 3.4650 -3.8235
C24 -1.5190 4.3546 -3.5094
C25 -2.4501 4.0269 -2.5348
C26 -2.3638 2.8141 -1.8673
H1 -1.0298 -1.8959 -2.3149
H2 -0.6946 -0.6203 -3.4625
H3 1.6488 -0.4605 -2.7259
H4 1.3287 -2.1854 -2.7980
H5 3.2390 -3.5519 0.9312
H6 2.7721 -5.8635 1.6022
H7 0.5955 -6.9052 1.0630
H8 -1.1255 -5.6037 -0.1501
H9 -0.6905 -3.2917 -0.8009
H10 3.7642 -3.0349 -1.7267
H11 6.1847 -2.7247 -2.0315
H12 7.3185 -0.7622 -1.0474
H13 6.0254 0.8959 0.2464
H14 3.6029 0.6008 0.5631
H15 -3.6671 0.1344 -2.8199
H16 -5.9020 -0.8084 -2.3912
H17 -6.4390 -1.7740 -0.1838
H18 -4.7381 -1.8008 1.6073
H19 -2.4907 -0.8654 1.1932
H20 0.3850 1.5626 -3.4237
H21 0.2217 3.7129 -4.5896
H22 -1.5907 5.3001 -4.0303
H23 -3.2478 4.7162 -2.2903
H24 -3.0957 2.5683 -1.1063
S1 -0.8253 3.2087 3.8351
C27 -0.5447 4.1612 2.4079
C28 -0.7090 5.5324 2.2341
C29 -0.4025 6.0671 0.9996
C30 0.0656 5.2556 -0.0403
C31 0.2288 3.8969 0.1313
C32 -0.0898 3.3451 1.3698
N1 0.0155 2.0055 1.7327
C33 -0.3244 1.8087 2.9835
C34 -0.2672 0.4416 3.4798
C35 -0.5672 0.0773 4.7857
C36 -0.5009 -1.2612 5.1382
C37 -0.1481 -2.2006 4.1815
C38 0.1543 -1.8215 2.8748
C39 0.1096 -0.4851 2.4891
H25 -1.0608 6.1587 3.0422
H26 -0.5186 7.1296 0.8366
H27 0.3034 5.7003 -0.9969
H28 0.5902 3.2812 -0.6810
H29 -0.8569 0.8179 5.5220
H30 -0.7276 -1.5682 6.1499
H31 -0.0975 -3.2468 4.4569
H32 0.4223 -2.5926 2.1676

Force components x, y, z for each atom (eV/Å):
Co 0.433 0.089 -0.548
C -0.133 -0.124 -0.016
C 0.184 -0.050 -0.043
As -0.582 0.103 0.289
C 0.109 -0.007 -0.018
C 0.011 -0.056 0.017
C 0.050 0.042 0.000
C -0.041 -0.031 -0.009
C 0.025 0.018 0.002
C -0.048 -0.018 0.005
C 0.076 -0.100 -0.135
C 0.024 0.062 0.010
C -0.044 -0.021 0.003
C 0.031 0.003 -0.003
C -0.006 -0.005 0.002
C 0.021 0.043 0.081
As 0.308 0.291 0.061
C -0.066 -0.038 0.008
C -0.006 0.010 0.012
C 0.008 0.014 -0.001
C -0.015 -0.011 0.007
C 0.018 0.016 0.000
C -0.029 0.005 0.042
C -0.178 -0.062 -0.072
C 0.022 0.037 -0.027
C -0.004 -0.012 0.015
C 0.017 0.005 -0.018
C -0.035 -0.006 0.034
C 0.015 0.018 -0.008
H -0.018 0.042 -0.005
H 0.081 -0.005 0.000
H -0.033 0.027 0.046
H -0.018 0.036 -0.024
H -0.014 0.030 -0.011
H -0.003 -0.013 0.000
H -0.003 -0.002 0.002
H -0.007 -0.013 0.002
H 0.027 0.022 0.004
H -0.013 0.010 0.001
H 0.009 0.001 -0.003
H 0.004 0.004 0.003
H 0.001 0.011 0.006
H -0.029 -0.024 -0.016
H 0.022 -0.006 0.009
H -0.001 0.000 -0.007
H -0.006 -0.002 0.002
H -0.001 -0.006 0.008
H 0.008 -0.003 -0.025
H -0.014 -0.015 0.022
H 0.003 0.005 -0.003
H 0.003 0.006 -0.003
H 0.004 0.005 -0.009
H 0.014 -0.014 0.001
S 0.035 0.024 0.005
C -0.015 0.106 -0.024
C 0.004 -0.065 0.027
C 0.016 0.008 -0.041
C -0.002 0.023 0.007
C -0.015 0.071 0.005
C 0.045 -0.117 -0.011
N -0.339 0.033 0.038
C 0.043 -0.140 -0.036
C -0.004 0.121 -0.043
C -0.036 -0.093 -0.002
C -0.024 0.051 0.017
C 0.007 -0.065 -0.005
C -0.046 0.114 0.030
C 0.113 -0.339 0.367
H -0.004 0.007 0.005
H -0.002 0.007 -0.003
H 0.004 0.009 -0.008
H 0.010 -0.058 0.008
H 0.008 0.037 -0.016
H 0.006 -0.009 0.002
H 0.001 -0.007 -0.014
H 0.016 -0.032 0.001

Output
**HOMO energy (alpha / beta)**: -10.8 / -10.8 eV
**HOMO-LUMO gap (alpha / beta)**: 7.58 / 7.97 eV
**Net charge**: +1
**Spin multiplicity**: 2
**⟨S²⟩**: 0.844
**Energy**: -7812.41269 Eh
**Relative energy (zero: lowest compared OMol25 entry of this formula, charge and spin)**: 0.000 eV

***

DFT (wB97M-V/def2-TZVPD) results for C23H32BClN as an isolated structure.

Cartesian coordinates (Å):
Cl1 -0.3964 -3.7415 -5.9284
C1 0.2418 -3.4428 -4.3599
C2 -0.2595 -4.1693 -3.2539
C3 0.2248 -3.9304 -1.9522
C4 1.1872 -2.9109 -1.7747
C5 1.6259 -2.5122 -0.3629
C6 3.1034 -2.0651 -0.1675
C7 3.4662 -2.4116 1.3172
C8 2.3138 -3.3102 1.7551
C9 1.4233 -3.5278 0.7567
C10 1.7155 -2.2262 -2.8896
C11 1.1953 -2.4239 -4.1813
H1 -1.0651 -4.8939 -3.4083
H2 -0.1705 -4.5152 -1.0984
H3 3.7608 -2.5778 -0.9039
H4 3.2219 -0.9774 -0.3189
H5 4.4344 -2.9415 1.3939
H6 3.5536 -1.4721 1.9017
H7 2.3153 -3.7620 2.7541
H8 0.6335 -4.2922 0.6783
H9 2.5190 -1.5022 -2.7318
H10 1.4874 -1.7892 -5.0284
C12 1.6903 0.9729 0.9407
C13 0.5156 1.8704 1.2955
C14 0.3977 2.0018 2.8058
N1 -0.8403 1.4991 0.7142
C15 -1.8422 2.4954 1.2023
C16 -1.6893 3.8402 0.9166
C17 -2.6398 4.7356 1.4457
C18 -3.7067 4.2245 2.1960
C19 -3.8512 2.8429 2.4406
C20 -2.8920 1.9662 1.9344
C21 -0.8020 1.5757 -0.7846
C22 -2.1904 1.6062 -1.4092
C23 -0.0368 0.4593 -1.4787
B1 -1.6784 0.2280 1.3786
H11 1.0306 -1.6217 -0.0469
H12 2.4946 1.1591 1.6941
H13 1.4592 -0.1182 0.9876
H14 2.1326 1.2504 -0.0320
H15 0.7139 2.8575 0.8525
H16 1.3976 2.2180 3.1986
H17 -0.2597 2.8349 3.0773
H18 0.0359 1.0788 3.2820
H19 -0.8530 4.1938 0.3012
H20 -2.5287 5.8104 1.2648
H21 -4.4526 4.9017 2.6072
H22 -4.6818 2.4285 3.0189
H23 -2.8878 0.8284 2.0700
H24 -0.2854 2.5347 -0.9678
H25 -2.0407 1.5178 -2.4962
H26 -2.8212 0.7654 -1.0810
H27 -2.6971 2.5572 -1.2155
H28 -0.0154 0.7395 -2.5496
H29 1.0040 0.3385 -1.1703
H30 -0.5276 -0.5271 -1.3849
H31 -1.0624 -0.2288 2.2936
H32 -2.1214 -0.4418 0.5017

Force components x, y, z for each atom (eV/Å):
Cl -0.121 -0.053 -0.236
C 0.011 0.406 1.382
C 0.298 0.199 -0.003
C 0.029 0.624 -0.847
C 0.289 -0.328 0.313
C 0.239 0.102 0.129
C 0.338 -0.002 -0.175
C -0.408 0.313 -0.349
C -0.293 -0.531 -0.757
C 0.675 0.267 0.649
C -0.733 -0.147 -0.029
C -0.124 -0.527 0.465
H 0.456 0.169 -0.050
H 0.248 0.541 -0.810
H -0.370 0.224 0.563
H 0.005 -0.461 -0.173
H -0.483 0.260 0.048
H -0.037 -0.553 -0.066
H -0.066 -0.084 -0.584
H 0.405 0.658 0.652
H -0.354 -0.098 -0.085
H 0.069 -0.510 0.402
C 0.807 -0.446 0.191
C 0.140 0.183 0.615
C 0.090 0.303 0.349
N -1.736 -0.424 1.095
C 0.804 0.192 -0.511
C -0.554 0.624 0.388
C 0.304 -0.672 -0.171
C 0.003 -0.462 0.075
C -0.156 -0.337 0.138
C 0.949 0.558 -0.682
C 0.060 -0.134 -0.819
C -0.210 0.370 -0.279
C 0.415 -0.369 -0.379
B 3.251 -0.174 -1.771
H -0.068 -0.640 -0.468
H -0.668 -0.148 -0.543
H 0.134 0.900 -0.061
H -0.232 -0.361 0.500
H -0.038 -0.197 0.268
H -0.307 -0.008 0.013
H 0.145 -0.248 0.130
H 0.236 0.374 -0.147
H -0.453 -0.089 0.373
H -0.173 -0.493 0.108
H 0.167 -0.164 -0.090
H 0.229 0.429 -0.199
H -0.966 0.804 0.538
H -0.215 -0.351 -0.144
H -0.247 0.042 0.405
H 0.248 0.340 -0.158
H -0.095 -0.308 -0.076
H -0.034 -0.342 0.499
H -0.453 0.018 -0.177
H 0.059 0.480 -0.088
H -0.862 0.115 0.080
H -0.647 0.165 0.560

Output
**HOMO energy**: -10.8 eV
**HOMO-LUMO gap**: 7.57 eV
**Net charge**: +1
**Energy**: -1435.08651 Eh